A structure of composition C26H46Cl3N2O5S3Si6TeW in a non-equilibrium geometry, computed with ωB97M-V/def2-TZVPD.

Results
Multiplicity = 3
Total charge = -1
Energy relative to the best compared isomer or geometry (same formula, charge and spin) = 41.60 kcal/mol
Maximum force = 2.91 eV/A
Orbital gap (spin up / spin down) = 0.2266 / 0.2143 Eh
HOMO energy (spin up / spin down) = -4.2 / -4.5 eV
Expectation value of S² = 2.024

```
93
Properties=species:S:1:pos:R:3:mulliken_spin:R:1
W -1.561 0.240 -0.441 0.81
O -4.474 2.094 -2.801 0.05
C -3.759 1.167 -2.139 0.18
O -2.835 1.580 -1.347 0.08
C -3.988 -0.206 -2.245 0.16
C -4.968 -0.899 -2.989 0.14
C -5.039 -2.261 -2.864 0.00
C -4.175 -2.940 -1.970 0.18
C -3.241 -2.204 -1.284 -0.01
N -3.109 -0.890 -1.449 0.14
C -2.291 -2.739 -0.235 -0.01
O -2.301 -3.909 0.092 0.01
O -1.538 -1.800 0.246 0.00
H -3.984 2.925 -2.704 0.00
H -5.637 -0.342 -3.629 0.01
H -5.768 -2.818 -3.437 0.00
H -4.222 -4.005 -1.800 0.01
C -1.671 -0.554 5.641 0.00
Si -2.171 1.154 5.089 0.00
C -0.685 2.265 4.993 0.00
C -3.387 1.861 6.322 0.00
C -3.102 0.992 3.456 0.00
C -4.459 1.226 3.347 0.02
C -5.135 1.069 2.129 -0.01
C -4.409 0.701 1.025 0.04
N -3.087 0.489 1.101 0.01
C -2.442 0.622 2.264 0.04
S -0.760 0.303 1.993 -0.03
H -1.120 -0.500 6.583 0.00
H -1.027 -1.031 4.899 0.00
H -2.545 -1.191 5.791 0.00
H -0.533 2.741 5.965 0.00
H -0.814 3.048 4.245 0.00
H 0.215 1.705 4.734 0.00
H -2.888 2.017 7.282 0.00
H -4.234 1.194 6.493 0.00
H -3.771 2.828 5.988 0.00
H -5.022 1.546 4.217 0.00
H -6.199 1.233 2.042 0.00
H -4.877 0.557 0.059 -0.01
C 2.165 -2.111 -4.453 0.00
Si 2.942 -2.696 -2.853 0.01
C 4.585 -3.512 -3.243 0.00
C 1.788 -3.990 -2.132 0.01
Si 3.111 -0.903 -1.380 0.03
Te 0.933 -0.331 -0.514 0.15
Si 4.352 0.783 -2.395 0.01
C 4.814 2.095 -1.143 0.00
C 3.419 1.606 -3.788 0.00
C 5.940 0.075 -3.107 0.00
Si 4.316 -1.657 0.460 -0.01
C 6.125 -1.979 0.099 0.00
C 3.519 -3.244 1.053 0.01
C 4.187 -0.404 1.842 0.01
H 1.916 -2.963 -5.091 0.00
H 2.822 -1.438 -5.010 0.00
H 1.243 -1.564 -4.236 0.00
H 4.427 -4.236 -4.047 0.00
H 4.983 -4.043 -2.375 0.00
H 5.342 -2.797 -3.568 0.00
H 1.200 -4.463 -2.922 0.00
H 1.085 -3.536 -1.429 0.00
H 2.331 -4.765 -1.588 0.00
H 3.951 2.369 -0.532 0.00
H 5.179 2.995 -1.645 0.00
H 5.594 1.735 -0.465 0.00
H 2.404 1.868 -3.479 0.00
H 3.334 0.942 -4.651 0.00
H 3.928 2.522 -4.101 0.00
H 6.420 -0.645 -2.442 0.00
H 6.644 0.894 -3.284 0.00
H 5.751 -0.429 -4.057 0.00
H 6.266 -2.615 -0.777 0.00
H 6.571 -2.482 0.962 0.00
H 6.670 -1.049 -0.076 0.00
H 3.798 -4.095 0.426 0.00
H 2.430 -3.152 1.014 0.00
H 3.800 -3.465 2.086 0.00
H 4.772 0.494 1.629 0.00
H 4.525 -0.826 2.792 0.00
H 3.145 -0.093 1.955 0.00
C -5.223 4.089 0.107 0.00
O -3.859 3.730 0.332 0.00
C -3.219 4.315 1.335 0.00
S -3.902 5.433 2.340 0.00
S -1.583 3.791 1.590 0.00
H -5.570 3.410 -0.667 0.00
H -5.295 5.126 -0.221 0.00
H -5.806 3.970 1.019 0.00
Cl -0.974 0.329 -2.971 0.03
Si -0.648 2.614 -0.089 -0.04
Cl 1.231 3.088 0.703 0.00
Cl -0.863 3.945 -1.676 0.00
```